Molecular formula: C5H8N
Method: DFT, ωB97M-V/def2-TZVPD

Geometry (Å):
N -1.9745 0.2236 -0.0645
C 1.9814 0.3369 -0.5378
C 2.1616 -0.5478 0.5728
C -1.9893 0.4323 -1.4511
C -0.7666 0.4092 -0.9024
C -2.4788 -0.1161 1.0195
H 2.1067 -0.0246 -1.4542
H 1.7368 -0.2138 1.4582
H -3.5961 -0.0144 1.1408
H 2.0462 1.4310 -0.3668
H -1.7472 -0.4630 1.7005
H 3.2247 -0.4819 0.8216
H -2.7301 0.6199 -2.2697
H 2.0251 -1.5913 0.3331

Output
- 2S+1: 3
- Energy above the lowest of the compared OMol25 structures with the same formula, charge and spin: 6.653 eV
- Net charge: +1
- HOMO energy (alpha / beta): -10.81 / -15.61 eV
- F_max: 4.087 eV/A
- Expectation value of S²: 2.009
- Calculated total energy: -249.451581 Eh



Molecular formula: C24H29BN3
Method: DFT, ωB97M-V/def2-TZVPD

Geometry (Å):
N 1.6383 -4.9944 -3.2431
N 1.9356 1.3055 1.9146
N -0.7641 -1.7128 -2.1357
C -4.2273 3.9952 0.3354
C 1.3674 -2.8655 -2.0792
C -4.8104 3.5420 1.5357
C -2.4679 2.3185 0.4976
C -3.0484 1.8853 1.7039
C -0.2395 3.6082 4.4853
C 0.5076 -1.8440 -1.6761
C 1.7051 2.2085 4.2084
C -3.0763 3.3890 -0.1859
C -4.1961 2.4840 2.2208
C 3.2994 0.7986 2.0233
C -1.1754 1.6424 0.0475
C 1.2191 1.9576 2.9123
C -1.2031 -2.6435 -3.0467
C -0.0130 2.4024 2.3702
C 0.8924 -3.8619 -2.9531
C 1.9036 -6.0391 -2.2482
C -0.7367 3.2892 3.2121
C 1.2101 1.2898 0.7647
C -0.4294 -3.7162 -3.4596
C -0.0984 1.7786 1.0181
C 0.9437 3.0923 4.9913
C 1.8553 1.0232 -0.5371
C 2.7504 -4.9363 -4.1848
B -1.5579 -0.4400 -1.6899
H -1.2416 0.5445 -0.5183
H 2.2350 -6.9366 -2.7992
H 3.3378 -0.2691 1.7528
H 2.4837 0.1350 -0.5965
H -5.7067 4.0371 1.9616
H 0.8349 -1.1589 -0.9282
H 2.3576 -2.9002 -1.6114
H 3.9374 1.3603 1.3289
H -0.8261 4.2396 5.1679
H 2.6139 1.6986 4.5440
H -2.7131 -0.8070 -1.5114
H -0.8753 2.1202 -0.9558
H 1.0023 -6.2717 -1.6626
H 2.7018 -5.7359 -1.5623
H -2.7189 3.7496 -1.1458
H 2.9947 -5.9561 -4.5009
H -1.5614 0.3166 -2.6101
H 2.4614 1.8768 -0.8809
H -2.5674 1.1019 2.2646
H -1.6952 3.7292 2.9335
H 2.4627 -4.3320 -5.0520
H -4.7337 4.8039 -0.2038
H 3.7010 0.9041 3.0505
H 3.6333 -4.4952 -3.7115
H 1.3009 3.3403 6.0189
H -4.6118 2.1257 3.1665
H -0.7930 -4.5098 -4.0983
H -2.2126 -2.5675 -3.4099
H 1.0141 0.8998 -1.2319

Output
- Energy above the lowest of the compared OMol25 structures with the same formula, charge and spin: 1.534 eV
- Net charge: +1
- HOMO energy: -10.23 eV
- F_max: 4.146 eV/A
- Calculated total energy: -1120.723759 Eh



Molecular formula: C24H52BIN7O9
Method: DFT, ωB97M-V/def2-TZVPD

Geometry (Å):
I 3.1155 3.6136 -0.2226
O -3.4225 2.1750 2.1086
O 1.9517 3.2798 2.4809
O -2.0952 -4.8208 -0.5585
O 7.7121 1.6931 1.2487
O 0.3428 -0.3202 -2.3071
O -4.5973 3.0251 0.2396
O -3.1830 5.7436 -2.8507
O -2.5751 -2.1175 2.3315
O 3.1666 -5.5053 -2.8527
N 4.9267 -4.4105 -1.9453
N -5.4024 5.2897 -2.8901
N 6.3883 2.4609 2.9193
N -3.5519 -3.1720 -1.1115
N 0.5580 -0.3384 1.6507
N -1.3724 -2.1438 4.2557
N 0.6519 -2.5256 -2.7764
C 4.0973 -3.8690 -0.8766
C 6.3334 -4.0731 -1.9900
C -5.5847 6.0250 -4.1248
C -0.7264 2.6424 0.8603
C -2.3869 -2.9123 4.9503
C 4.3468 -5.2060 -2.8625
C -2.0108 3.1207 0.1378
C -0.1638 -1.7478 4.9464
C -0.2642 0.2639 0.8709
C 6.6176 2.0477 1.6581
C 1.5776 3.5508 1.4195
C -0.0636 1.4992 0.0602
C -1.5718 -1.8074 2.9697
C -4.1607 5.2180 -2.3526
C 0.4277 -3.9148 -2.3888
C 7.5045 2.4884 3.8435
C -4.0290 -3.9010 -2.2695
C -2.5996 -3.7280 -0.3348
C -4.0959 -1.8628 -0.8071
C 0.1524 -1.4983 -2.0623
C 0.2010 3.8876 0.9560
C -6.5344 4.6495 -2.2572
C 5.0743 2.8732 3.3796
C 1.4396 -2.2298 -3.9550
B -3.3526 2.7585 0.8613
H 0.4691 -1.1834 4.2626
H -3.3345 -2.3714 4.9609
H 4.7477 2.2344 4.2031
H -7.3002 5.3851 -1.9954
H 5.7177 2.0599 1.0249
H -3.9127 -1.1694 -1.6321
H -5.1740 -1.9262 -0.6352
H 4.7115 -3.2498 -0.2279
H 6.7975 -4.5566 -2.8479
H 5.0443 -5.5584 -3.6416
H 2.3121 -1.6273 -3.6938
H 3.6515 -4.6768 -0.2960
H 3.2880 -3.2651 -1.2880
H -3.2073 -4.1054 -2.9581
H -2.9062 2.6530 2.7674
H 0.8512 -1.6615 -4.6779
H -5.1077 2.2043 0.2380
H 1.4536 0.1568 1.6356
H -0.4023 -1.1201 5.8089
H -4.1325 4.6386 -1.4182
H 4.3408 2.8018 2.5808
H -3.6190 -1.4788 0.0941
H -0.5336 1.3214 -0.9216
H -1.2707 -0.1751 0.7893
H -1.9748 4.2227 0.0287
H 1.3897 -4.3962 -2.2145
H -0.1042 -4.4512 -3.1783
H 7.1545 2.8416 4.8111
H -0.1712 -3.9462 -1.4852
H -4.7863 -3.3069 -2.7769
H -0.1869 4.5594 1.7385
H -0.7460 -1.2307 2.5404
H 8.2904 3.1507 3.4773
H -2.0811 2.7415 -0.9010
H -2.3015 -3.0788 0.5029
H -2.0606 -3.0916 5.9728
H 5.1010 3.9088 3.7250
H 0.3856 -2.6269 5.2938
H -4.9711 5.5985 -4.9198
H -0.4500 -1.8304 -1.1984
H -4.4579 -4.8589 -1.9706
H 1.7658 -3.1664 -4.4023
H -2.5528 -3.8673 4.4491
H -6.1984 4.1521 -1.3492
H 7.9358 1.4922 3.9547
H 1.0135 1.6088 -0.1130
H 0.2760 4.4919 0.0303
H -5.2856 7.0669 -3.9990
H -6.6330 5.9819 -4.4143
H 6.8387 -4.4099 -1.0824
H -6.9824 3.9064 -2.9230
H 6.4673 -2.9936 -2.0814

Output
- Net charge: -1
- HOMO energy: -2.50 eV
- F_max: 1.767 eV/A
- Calculated total energy: -2328.742990 Eh



Molecular formula: C4H8N2O
Method: DFT, ωB97M-V/def2-TZVPD

Geometry (Å):
O -1.5648 -1.7451 1.6650
N -0.0281 0.7265 -0.5099
N 0.5580 -1.6615 0.8292
C -0.6751 -1.1579 1.0746
C 1.2072 1.2058 -0.2045
C -0.9216 0.2681 0.5641
C -0.3518 0.5850 -1.7889
H 0.0832 1.2963 -2.4767
H -0.7930 0.9448 1.4173
H 1.9593 1.0443 -0.9659
H -1.9608 0.3260 0.2344
H -0.9159 -0.2683 -2.1396
H 1.3150 2.0131 0.5116
H 0.7924 -2.5434 1.2597
H 1.2960 -1.0336 0.5295

Output
- Energy above the lowest of the compared OMol25 structures with the same formula, charge and spin: 3.197 eV
- Net charge: 0
- HOMO energy (alpha / beta): -7.51 / -7.51 eV
- F_max: 0.528 eV/A
- Calculated total energy: -341.886139 Eh